1.
A cluster of 2 separate species, C41H46N4P in total in a non-equilibrium geometry. Source: the Open Molecules 2025 dataset; level of theory: ωB97M-V with the def2-TZVPD basis set.

Cartesian coordinates (Å):
C -4.1001 -1.8015 -4.9391
N -3.1490 -0.8425 -4.4243
C -2.5366 0.0256 -5.4008
C -2.6230 -0.9813 -3.1591
C -2.2546 0.1582 -2.3999
C -1.6987 -0.0059 -1.1425
C -1.3457 -1.2951 -0.6729
P -0.4212 -1.4389 0.9118
C -0.1759 -3.2614 1.0120
C 0.9538 -3.8858 0.4478
C 1.0038 -5.2706 0.3154
C 0.0201 -6.0657 0.9370
N 0.0728 -7.4377 0.8264
C -0.0710 -8.2623 1.9988
C 0.6367 -8.0915 -0.3349
C -1.0181 -5.4475 1.6806
C -1.1373 -4.0638 1.6771
C 1.2495 -0.8658 0.4119
C 2.2149 -0.5780 1.4087
C 3.5204 -0.2741 1.0525
C 3.9093 -0.3212 -0.3110
N 5.2321 -0.1676 -0.6630
C 5.7930 -0.8104 -1.8317
C 6.0180 0.9052 -0.1081
C 2.9385 -0.5454 -1.3065
C 1.6089 -0.7196 -0.9422
C -1.7437 -2.4212 -1.4200
C -2.4067 -2.2718 -2.6332
H -4.6555 -2.2548 -4.1113
H -4.8128 -1.2962 -5.6000
H -3.6155 -2.6076 -5.5079
H -1.7925 0.6725 -4.9290
H -2.0333 -0.5527 -6.1917
H -3.2955 0.6495 -5.8832
H -2.4482 1.1519 -2.8140
H -1.5213 0.8648 -0.5094
H 1.7966 -3.2847 0.1145
H 1.8234 -5.7607 -0.2182
H -0.5054 -7.6801 2.8134
H -0.7188 -9.1173 1.7823
H 0.9004 -8.6564 2.3371
H 0.4802 -7.4863 -1.2348
H 1.7152 -8.2783 -0.2309
H 0.1401 -9.0570 -0.4808
H -1.7441 -6.0791 2.1988
H -1.9625 -3.5895 2.2055
H 1.9272 -0.5943 2.4594
H 4.2841 -0.0727 1.8094
H 5.2822 -1.7579 -2.0383
H 5.7237 -0.1788 -2.7295
H 6.8528 -1.0250 -1.6514
H 5.5101 1.3458 0.7536
H 6.9965 0.5318 0.2100
H 6.1891 1.7020 -0.8496
H 3.2457 -0.5440 -2.3567
H 0.8447 -0.7555 -1.7159
H -1.5326 -3.4250 -1.0531
H -2.6917 -3.1448 -3.2297
C 3.9396 4.4255 2.2109
N 2.5223 4.2824 1.9640
C 1.9471 4.1360 0.7419
C 0.5302 4.1499 0.8844
C -0.3848 4.1676 -0.1643
C -1.8101 4.0974 -0.0214
C -2.4240 3.1630 0.8535
C -3.8060 3.1135 0.9798
C -4.6090 4.0378 0.3006
C -6.0939 4.0287 0.5159
C -4.0232 4.9640 -0.5769
C -2.6512 4.9670 -0.7660
C 0.2694 4.3140 2.3321
C -0.8307 4.6076 3.1305
C -0.6542 4.7774 4.5216
C 0.6285 4.7917 5.0967
C 1.7634 4.6104 4.2987
C 1.5444 4.3509 2.9547
H 4.1191 4.5425 3.2801
H 4.4783 3.5375 1.8562
H 4.3294 5.3102 1.6909
H 2.5360 4.0794 -0.1660
H 0.0321 4.3477 -1.1604
H -1.8046 2.4727 1.4163
H -4.2750 2.3581 1.6136
H -6.6030 4.7445 -0.1432
H -6.5189 3.0320 0.3262
H -6.3563 4.2887 1.5533
H -4.6586 5.6801 -1.1064
H -2.1932 5.6717 -1.4580
H -1.8229 4.7191 2.6825
H -1.5223 4.9164 5.1611
H 0.7558 4.9607 6.1648
H 2.7744 4.6726 4.6929

Its energy above the lowest of the compared OMol25 structures with the same formula, charge and spin is 186.5 kJ/mol. As for the total charge: +1. The value obtained for the lowest unoccupied orbital energy is -4.69 eV. For the HOMO energy, the calculation gives -8.641 eV.

Results of the Löwdin charge analysis, in e, for atoms 1 through 6: C -0.078; N -0.226; C -0.070; C -0.252; C -0.029; C -0.121



2.
The molecule C3H5NO2S2 in a non-equilibrium geometry. Source: the Open Molecules 2025 dataset; level of theory: ωB97M-V with the def2-TZVPD basis set.

Cartesian coordinates (Å):
C 0.4354 -1.0703 -0.2088
C -0.2138 0.9373 0.5911
C 0.2598 1.3941 -0.9088
N 0.5456 -0.2138 0.8769
O 0.6484 -2.3763 -0.0532
O -1.8882 -1.9268 0.6923
S 1.0662 -0.1034 -1.7416
S -1.0339 -2.0879 -0.5019
H 0.1227 1.7779 1.3176
H -1.2775 0.6740 0.6116
H -0.7003 1.4238 -1.4262
H 1.0883 2.1415 -0.9572
H 0.9474 -0.5702 1.7080

Its energy above the lowest of the compared OMol25 structures with the same formula, charge and spin is 317.8 kJ/mol. The value obtained for the lowest unoccupied orbital energy is 0.26 eV. For the HOMO energy, the calculation gives -8.806 eV.

Results of the Löwdin charge analysis, in e, for atoms 1 through 6: C -0.995; C -0.228; C -0.376; N -0.054; O -0.223; O -0.495



Result set for frontier orbital gap: 3.952, 9.062 eV, one per record in the order listed.
Result set for electronic energy: -2150.03437, -1118.82635 a.u., one per record in the order listed.